Here is 6 unconnected molecules or ions with the total composition C27H38F18N7O12S6 from the OMol25 dataset. Energies are from ωB97M-V/def2-TZVPD.

```
108
C27H38F18N7O12S6 ωB97M-V/def2-TZVPD
C 6.26399 -1.11955 0.73144
O -4.87440 -3.66300 -0.41727
O 0.11504 -3.68661 -4.12714
C -5.29541 1.16947 1.49494
C -5.04072 0.57185 2.87227
S 0.27546 2.95819 -0.20318
F -4.35678 -3.51572 -3.22094
H -4.96743 4.66913 -2.49400
H -2.57134 3.13003 0.87623
H 5.88947 -2.95849 -0.42949
H -6.45685 4.98581 -1.61473
H 8.20965 -2.21559 4.82837
H -0.29900 -0.62954 -2.20712
C -4.88146 3.51540 2.46870
C -5.13563 3.14880 0.00615
H 2.16394 0.51084 -1.26921
S 0.26240 -0.73556 -4.91049
O -5.55395 -1.17472 -1.19767
F -0.35762 2.45543 -2.80713
O 2.42385 -2.83610 -4.16022
H -6.35147 1.42366 1.40431
F -1.94780 -4.79499 -0.19772
F 1.30297 1.37195 -6.19034
N -4.58296 2.55275 1.27250
F 2.36894 -3.08721 -1.07213
C -5.38267 5.17081 -1.61993
H 8.36775 -2.63006 -0.00115
C 7.27997 -1.79353 1.57587
C 5.60951 -1.92694 -0.27480
F 1.31892 -1.41665 1.51675
F 0.22993 -3.02356 -0.94843
C 4.77284 0.70971 0.08890
S 0.58420 1.21194 1.50928
H 3.47176 1.44747 -2.15122
C 1.66982 0.64291 -5.10413
O -1.08717 -0.03904 -4.90906
N -0.12341 1.32513 0.12408
H -4.04175 0.21803 3.12715
F -2.93673 -4.86154 1.85214
N 0.65430 -1.30141 -3.31307
C -3.07914 2.21274 1.17425
H -6.59906 1.74495 3.88899
C -5.53012 1.54313 3.95792
H 9.52882 -4.97054 4.35677
H -5.90758 3.85123 2.31905
H 3.17337 -0.03578 -2.71386
H 10.86325 -4.22753 3.44085
N -1.00382 -0.36656 -1.53319
F 1.17460 -4.80624 -1.84126
F -1.34611 -3.40963 1.35536
O -0.12053 1.90400 2.57394
C -2.40607 -4.10408 0.83435
O -4.23930 -2.08681 1.32462
F -5.14991 -1.75942 -4.19401
H 4.11385 -1.76512 -1.88654
C 7.27763 -1.58620 2.99215
C 9.04086 -3.38139 1.88851
S -3.75886 -2.80190 0.12158
C 8.24119 -2.60884 1.07120
C 9.97548 -4.02777 4.04090
H -5.34262 1.10590 4.93863
H -3.68608 4.84913 -0.43397
C 1.24044 -3.44543 -1.67976
H -4.77935 2.48629 -0.78267
H -1.65020 0.11380 -2.14274
H 6.43182 0.73460 1.65844
H -4.99443 3.63219 4.58482
O -0.17806 3.91499 0.75406
N 4.27809 0.00699 -0.93386
H -0.68527 0.28200 -0.82750
H -2.74729 1.92022 2.17045
N -2.95906 -1.94743 -0.89395
H -5.70196 -0.29402 2.90599
H 10.25982 -3.51019 4.95708
H 4.31380 1.68592 0.14061
S 1.09894 -2.79161 -3.52975
C 8.17437 -2.26050 3.74987
H -1.56006 -1.13084 -1.17745
N 9.05912 -3.16251 3.21502
H -5.17448 6.24038 -1.64764
O 2.06401 1.40876 1.47912
C 0.31505 -0.64511 2.03406
F -0.89921 -0.99343 1.70716
H 6.61516 -0.88602 3.47929
H -5.02765 0.63385 0.58415
C -4.68325 2.88717 3.85254
C -4.18205 -2.19038 -3.41799
C 4.70989 -1.30114 -1.11462
S -4.23912 -1.15914 -1.78501
H -2.88987 1.33621 0.55458
F -0.87065 4.51346 -2.03777
H -4.21316 4.34083 2.22346
F 1.64973 1.46188 -4.01582
F -2.03901 2.72425 -1.43052
C -4.74870 4.65126 -0.29334
H 9.82651 -4.07132 1.61808
H -6.20803 3.08000 0.18873
O 1.63329 3.11489 -0.71746
C 3.13782 0.48721 -1.75818
O 0.40432 -1.71117 -5.96290
F 2.94531 0.09748 -5.33267
F 0.43661 -0.70765 3.37492
C -0.85838 3.17649 -1.74484
H -4.99749 5.25062 0.58243
F -2.99167 -1.95406 -3.94365
H -3.66526 2.56828 4.07637
O -3.71788 0.14272 -2.21062
C 5.85744 0.21645 0.90477
```

Calculated values
Charge   +1
Highest occupied orbital energy   -10.73 eV
Maximum force   7.63 eV Å⁻¹
DFT total energy   -177527.324 eV
Orbital gap   4.98 eV

These are the Mulliken partial charges, in e, on atoms 1 to 99: C 0.787; O -0.633; O -0.652; C -0.609; C -0.254; S 0.856; F -0.196; H 0.326; H 0.144; H 0.594; H 0.371; H 0.430; H -0.374; C -0.877; C -0.491; H 0.074; S 0.958; O -0.482; F -0.127; O -0.687; H 0.553; F -0.194; F -0.225; N 0.402; F -0.152; C -1.398; H 0.575; C 0.568; C -1.157; F -0.253; F -0.283; C -0.059; S 0.911; H 0.622; C 0.570; O -0.636; N -0.820; H 0.110; F -0.211; N -0.740; C -0.753; H 0.368; C -1.029; H 0.344; H 0.485; H 0.433; H 0.314; N 2.137; F -0.230; F -0.198; O -0.608; C 0.514; O -0.662; F -0.191; H 0.626; C -0.678; C -0.155; S 0.826; C -0.682; C -0.849; H 0.425; H 0.246; C 0.525; H 0.127; H 0.727; H 0.609; H 0.439; O -0.564; N 0.263; H -0.363; H 0.386; N -0.568; H 0.548; H 0.362; H 0.552; S 1.010; C -0.292; H 0.325; N 0.046; H 0.403; O -0.681; C 0.615; F -0.151; H 0.547; H 0.287; C -0.760; C 0.551; C -0.312; S 0.515; H 0.066; F -0.258; H 0.557; F -0.107; F -0.160; C -0.397; H 0.383; H 0.658; O -0.608; C -1.090


Here is C27H38IN3S in the gas phase from the OMol25 dataset. Energies are from ωB97M-V/def2-TZVPD.

```
70
C27H38IN3S ωB97M-V/def2-TZVPD
C 4.66745 -0.29461 -2.71108
C 7.06499 -1.25787 -1.58779
H -5.13057 -1.34169 -0.05081
H -2.42555 -2.40859 -0.77818
H -3.21771 4.40249 2.37053
H 7.18284 -2.69895 3.32831
C 4.28023 1.10697 -0.39956
H -5.39058 3.49702 0.32789
C 4.84531 1.45571 1.07727
C 2.46485 1.31128 -2.35331
H -2.48758 -5.73546 -0.39949
C 6.67034 -2.30662 2.36678
H 5.92571 1.87052 1.02092
C 0.63728 2.25724 0.41988
H 7.23301 -0.21467 1.75490
H -6.39838 1.42922 -0.66256
H -1.33755 2.77733 -0.56944
H 7.33802 -2.57354 1.47539
C -4.12266 -0.96984 -0.48587
H 4.21881 2.23509 1.62549
I 0.60249 2.05937 -3.20480
H 0.67585 2.22072 1.57916
H -3.48288 -0.63314 0.41126
H -0.88533 5.07096 1.48168
C -3.49987 2.56776 1.09440
H -0.86426 3.47358 2.39784
C -4.26248 -3.46333 -1.48758
H -3.98028 2.21706 2.07036
C 6.50545 -0.68696 2.49754
C 2.94597 1.76021 -0.89652
C 3.29395 0.32896 -3.21305
H 1.88669 3.70677 -0.76966
H -3.03124 -1.75033 -2.38973
H -3.74881 -4.16779 -2.24315
H 6.87888 -0.43253 3.55975
C -4.96103 -4.78043 2.19724
H 5.67405 -2.84610 2.21084
H -6.03087 -3.16372 0.95061
C 5.13469 0.10281 -1.28977
C -5.30665 1.33705 -0.31057
H 8.06576 -1.68833 -1.22177
H 2.59748 3.24102 0.85656
H -4.12344 3.10808 -1.06739
C -0.55926 3.32260 0.08876
S 4.77873 -0.10078 2.14136
C -3.37390 -2.10212 -1.35572
C -3.74385 -5.66092 1.68985
N 6.34516 -0.40385 -0.70069
C -5.17747 -3.92448 0.92460
C -4.60802 2.77511 -0.08801
H -5.15382 0.09874 -2.18943
H 2.92374 0.03655 -4.26728
H -0.18773 4.21110 -0.54048
H 7.24680 -2.27995 -3.65955
H -3.50213 0.92456 -1.68574
H -3.31250 -6.46163 2.38138
C -3.32056 -5.27246 0.23617
N 5.35399 -1.15878 -3.63393
H -5.33208 -3.25566 -1.83854
C -1.21376 3.96246 1.42540
C -2.84518 4.02338 1.35186
C 2.07697 2.80582 -0.06291
H -5.34985 0.83369 0.73260
H -5.48960 -4.80373 3.20280
H 0.39059 1.19564 0.07440
C 6.56723 -1.59667 -3.02147
H -3.20422 4.74922 0.53033
N -4.23619 -4.19074 -0.16803
H -2.71794 1.77223 0.77674
C -4.45759 0.37790 -1.32693
```

Calculated values
Structure (SMILES)   CCSCc1c(CCCCCCCCCCCCn2cccc2)c(I)cc2nccnc12
Highest occupied orbital energy   -7.74 eV
Maximum force   7.33 eV Å⁻¹
DFT total energy   -52009.632 eV
Orbital gap   6.71 eV

Formally, the Mulliken partial charges of the atoms, in units of the elementary charge, are as follows: C 0.534; C -0.294; H 0.012; H 0.271; H 0.310; H 0.279; C 0.000; H 0.323; C -0.768; C -0.422; H 0.287; C -0.750; H 0.424; C -0.627; H 0.222; H 0.387; H -0.078; H 0.129; C -0.249; H 0.159; I 0.036; H 0.273; H 0.123; H 0.287; C -0.127; H 0.369; C -0.726; H 0.427; C -0.408; C 0.510; C -0.486; H 0.419; H 0.390; H 0.309; H 0.444; C -0.568; H 0.251; H 0.264; C 0.100; C -0.763; H 0.348; H 0.259; H 0.306; C -0.017; S -0.195; C -0.448; C -0.380; N -0.157; C -0.162; C -0.667; H 0.326; H 0.272; H 0.457; H 0.307; H 0.210; H 0.282; C -0.359; N -0.591; H 0.279; C -0.821; C -0.761; C -0.657; H 0.325; H 0.332; H 0.415; C -0.196; H 0.326; N 0.281; H -0.162; C -0.425


- highest occupied orbital energy of number 1 (C27H38F18N7O12S6)?
  -10.73 eV